Entry 1:
{"formula": "C9H16Cl2ErN2O2P", "method": "ωB97M-V/def2-TZVPD", "multiplicity": 4, "de_lowest_kj_mol": 0.00, "energy_ev": -78609.121, "homo_ev": [-16.748, -16.737], "charge": 2, "elements": ["C", "C", "H", "H", "H", "O", "Cl", "Er", "P", "C", "C", "H", "H", "H", "C", "H", "H", "H", "H", "H", "H", "C", "O", "Cl", "N", "C", "C", "C", "N", "H", "H", "H", "H"], "coordinates": [[-1.4008, 3.4032, 1.7892], [-1.5345, 2.1290, 1.0482], [-1.0420, 3.0841, 2.7728], [-2.3356, 3.9798, 1.8837], [-0.7175, 4.1764, 1.3701], [-0.9258, 1.0835, 1.3327], [-2.5657, 2.2265, -0.3249], [-0.0021, -1.9568, -1.0305], [1.8547, 0.3733, -1.2136], [3.4896, 0.0676, -0.4456], [2.2425, 0.4204, -3.0014], [0.7478, 2.5747, -1.2207], [2.5203, 2.7037, -1.1686], [1.6304, 2.2319, 0.2929], [1.6575, 2.1359, -0.7969], [1.4168, 0.8084, -3.6166], [3.0826, 1.1218, -3.0289], [4.2311, 0.8031, -0.7895], [3.8587, -0.9455, -0.6544], [2.5471, -0.5467, -3.4300], [3.3370, 0.1836, 0.6323], [1.0397, -1.4889, 1.1274], [1.4796, -1.3004, 2.1814], [0.1418, -3.4180, -2.9636], [-2.9081, -1.4180, 0.8995], [-3.3920, -2.3795, 1.7077], [-2.8442, -3.6238, 1.3715], [-1.9873, -3.3320, 0.2987], [-1.9924, -1.9781, 0.0100], [-3.0394, -0.3839, 0.9622], [-4.0643, -2.1342, 2.5183], [-3.0516, -4.5822, 1.8651], [-1.4738, -4.0190, -0.3784]], "atomic_forces_ev_per_a": [[0.01, 0.74, 1.03], [2.14, -1.61, 0.62], [0.03, 0.52, -0.03], [0.10, -0.62, -0.04], [-0.08, -0.98, -0.12], [-1.70, 2.14, -0.97], [-0.43, -0.39, -0.61], [-0.23, 0.69, -1.26], [0.41, -0.01, -0.71], [-0.24, -0.33, 0.11], [0.04, 0.08, -0.14], [0.13, -0.16, 0.07], [-0.12, -0.26, 0.00], [-0.06, 0.04, -0.12], [-0.42, 0.13, 0.20], [0.21, -0.03, 0.33], [-0.04, -0.11, -0.47], [-0.29, -0.19, 0.05], [-0.04, 0.26, 0.06], [-0.03, 0.27, 0.33], [0.32, -0.03, -0.07], [2.22, 0.45, 5.64], [-1.88, -0.62, -4.62], [0.05, 0.41, 0.67], [1.26, -0.81, -0.59], [0.23, 0.03, -0.02], [0.22, 0.52, -0.27], [-0.94, 1.12, 0.40], [-1.21, -0.48, 1.20], [0.30, -1.33, -0.22], [-0.08, 0.01, -0.17], [0.13, 0.61, -0.47], [0.02, -0.06, 0.20]]}

Entry 2:
{"formula": "C9H16F3IN2O4PTeY", "method": "ωB97M-V/def2-TZVPD", "de_lowest_kj_mol": 109.32, "energy_ev": -54644.607, "homo_ev": -8.173, "elements": ["Y", "C", "C", "O", "P", "O", "Te", "O", "C", "C", "H", "H", "H", "H", "H", "H", "H", "H", "H", "H", "F", "C", "F", "F", "I", "C", "C", "N", "N", "C", "H", "H", "H", "C", "O", "H", "H", "H"], "coordinates": [[-1.3046, -0.5918, -0.8799], [0.1944, -1.5059, 4.3271], [0.7903, -0.2282, 3.7989], [-0.2601, 0.5736, 3.1560], [-0.6535, 0.2825, 1.6737], [-0.0936, -0.9988, 1.1151], [-2.9667, 0.4767, 1.2554], [0.1116, 1.3869, 0.7776], [-0.0570, 2.7996, 1.0752], [1.2009, 3.5021, 0.6601], [0.9573, -2.0788, 4.8603], [-0.1886, -2.1245, 3.5160], [-0.6192, -1.2882, 5.0201], [1.5931, -0.4072, 3.0872], [1.1713, 0.4075, 4.5897], [-0.2575, 2.9291, 2.1354], [-0.9233, 3.1511, 0.5185], [2.0701, 3.0808, 1.1673], [1.1388, 4.5639, 0.9085], [1.3482, 3.4285, -0.4213], [-2.0522, -2.8203, -2.8947], [-1.9677, -2.6496, -1.5248], [-1.4050, -3.8224, -1.0709], [-3.2812, -2.6826, -1.0821], [4.2033, -2.8566, -3.4344], [2.8470, -1.5466, -2.6600], [3.0397, -0.2150, -2.3906], [1.8837, 0.2471, -1.8869], [0.9475, -0.7054, -1.8072], [1.5224, -1.8070, -2.2719], [3.8989, 0.4231, -2.5182], [1.6650, 1.1720, -1.5472], [0.9735, -2.7363, -2.3085], [-3.1437, 0.5266, -3.0139], [-1.9376, 0.6129, -2.2619], [-3.5153, 1.5128, -3.2866], [-3.9350, 0.0291, -2.4500], [-2.9949, -0.0407, -3.9310]], "atomic_forces_ev_per_a": [[1.57, -0.31, 0.63], [0.02, -0.17, 0.14], [-0.22, 0.13, -0.10], [0.43, -0.10, 0.71], [-0.06, -0.10, 0.40], [-0.03, 0.18, 0.11], [-0.65, 0.54, 1.03], [0.20, 0.48, 0.07], [-0.18, -0.25, -0.24], [0.24, 0.24, -0.13], [-0.03, 0.05, -0.02], [0.02, 0.05, -0.01], [0.03, 0.00, -0.02], [-0.02, -0.05, -0.11], [-0.01, 0.09, 0.12], [0.03, -0.06, 0.14], [-0.09, 0.03, -0.03], [-0.03, 0.01, -0.01], [-0.01, -0.05, -0.02], [0.01, -0.01, 0.06], [-0.12, -0.14, 0.09], [-0.18, -1.95, -0.75], [-0.21, 0.12, -0.10], [-0.09, -0.12, -0.07], [0.22, -0.23, -0.14], [-0.30, 0.05, 0.15], [0.04, 0.25, 0.04], [-0.15, 0.25, 0.12], [0.43, -0.21, -0.11], [-0.05, -0.07, -0.04], [-0.04, -0.05, -0.01], [0.09, -0.09, -0.04], [0.02, 0.02, -0.02], [0.43, 0.22, 0.10], [-1.32, 1.21, -2.01], [0.03, 0.20, 0.02], [-0.12, -0.10, 0.14], [0.09, -0.07, -0.12]]}

Entry 3:
{"formula": "C9H16FN2O7P2", "method": "ωB97M-V/def2-TZVPD", "energy_ev": -48194.250, "homo_ev": -13.001, "charge": 1, "elements": ["C", "C", "O", "C", "C", "N", "C", "P", "P", "O", "O", "O", "N", "F", "H", "H", "H", "H", "H", "H", "H", "H", "H", "H", "C", "C", "C", "O", "C", "O", "O", "H", "H", "H", "H", "H", "H"], "coordinates": [[0.3732, 3.1712, 1.9807], [1.1769, 2.7240, 0.7862], [0.8973, 3.6057, -0.3662], [0.5169, 2.9386, -1.4279], [1.1601, 2.5009, -2.5384], [0.2439, 1.8235, -3.2985], [-0.9568, 1.7925, -2.7226], [-2.4466, 0.9536, -3.3406], [-2.6515, -0.6429, -1.8504], [-4.0000, -1.1661, -1.9735], [-1.4749, -1.6316, -2.2967], [-2.2245, -0.1369, -0.4074], [-0.7812, 2.4844, -1.5949], [-1.7575, 2.7099, -0.7199], [0.4325, 4.2531, 2.1046], [0.8015, 2.7301, 2.8835], [-0.6697, 2.8650, 1.9115], [2.2498, 2.7362, 0.9740], [0.9029, 1.7142, 0.4743], [2.1952, 2.6343, -2.7973], [0.4412, 1.3782, -4.1831], [-3.4301, 1.8790, -2.9610], [-0.6242, -1.4262, -1.8798], [-1.3183, -0.4222, -0.1826], [-0.0641, -4.2755, 2.5203], [0.7686, -3.4930, 1.5429], [1.9356, -2.7245, 2.1342], [2.0435, -1.5944, 1.2315], [0.8467, -1.4002, 0.6985], [0.5438, -0.4205, 0.0488], [0.0057, -2.3948, 0.9537], [0.5638, -4.9892, 3.0528], [-0.5375, -3.6092, 3.2416], [-0.8502, -4.8248, 2.0058], [1.1000, -4.1256, 0.7173], [2.8693, -3.2769, 2.1475], [1.7187, -2.3399, 3.1314]], "atomic_forces_ev_per_a": [[0.17, 0.11, 0.15], [-0.26, -0.33, 0.15], [0.13, 0.03, 0.10], [-0.10, 0.07, 0.14], [0.41, 0.15, 0.06], [0.19, -0.22, -0.35], [-0.49, 0.27, 0.42], [-0.01, -0.35, -0.94], [-0.22, -0.14, 0.43], [-0.02, 0.02, -0.16], [0.12, 0.24, 0.09], [0.05, -0.07, -0.42], [-0.06, -0.02, 0.04], [0.05, 0.03, 0.00], [-0.04, -0.03, -0.06], [-0.06, -0.06, -0.06], [0.00, 0.09, -0.05], [-0.01, 0.28, -0.15], [0.13, 0.07, 0.18], [-0.05, -0.07, -0.14], [-0.07, 0.03, -0.03], [0.12, 0.08, 0.44], [0.01, -0.17, -0.05], [0.19, 0.26, 0.36], [-0.24, 0.16, -0.04], [0.08, -0.13, 0.20], [0.00, -0.06, 0.01], [0.03, 0.03, 0.13], [0.02, -0.02, 0.06], [-0.25, -0.24, -0.26], [0.01, -0.07, -0.12], [0.02, -0.01, -0.01], [0.08, 0.01, 0.05], [0.03, -0.03, -0.02], [0.00, 0.05, -0.05], [0.05, 0.08, -0.13], [-0.03, -0.01, 0.00]]}

Entry 4:
{"formula": "C9H16I2N3O2P2", "method": "ωB97M-V/def2-TZVPD", "energy_ev": -52929.345, "homo_ev": -12.066, "charge": 1, "elements": ["C", "C", "I", "C", "I", "P", "P", "O", "O", "H", "H", "H", "H", "H", "H", "H", "C", "C", "N", "H", "H", "H", "C", "C", "N", "H", "H", "H", "C", "C", "N", "H", "H", "H"], "coordinates": [[0.1444, -0.2641, -3.9295], [-0.2715, 0.2383, -2.6010], [-1.2071, 2.1158, -2.5875], [-0.0847, -0.3855, -1.4329], [0.8569, -2.2572, -1.3230], [-0.5969, 0.3448, 0.1316], [0.7006, 2.1724, 0.5623], [1.9570, 1.8720, -0.4085], [1.1902, 1.9607, 2.0784], [1.1549, 0.0808, -4.1281], [0.1407, -1.3420, -3.9931], [-0.4789, 0.1369, -4.7159], [-1.8901, 0.8567, 0.0014], [-0.5548, -0.6316, 1.1387], [2.7843, 2.0857, 0.0414], [1.1843, 1.0340, 2.3567], [2.3522, -6.2379, -1.6835], [1.9027, -6.1224, -3.0613], [1.5442, -6.0186, -4.1441], [2.8961, -5.3467, -1.3722], [1.5079, -6.3700, -1.0085], [3.0142, -7.0915, -1.5537], [0.6936, 0.4157, 6.1605], [0.6741, -0.1803, 4.8377], [0.6542, -0.6521, 3.7928], [-0.3188, 0.5768, 6.5256], [1.2104, -0.2310, 6.8669], [1.2054, 1.3761, 6.1424], [-3.8749, 5.0178, -0.7152], [-3.4384, 3.8954, 0.0978], [-3.0773, 3.0000, 0.7164], [-4.5001, 4.6784, -1.5394], [-4.4538, 5.7226, -0.1218], [-3.0210, 5.5501, -1.1312]], "atomic_forces_ev_per_a": [[0.06, 0.25, -0.29], [-0.13, -0.15, 0.47], [0.12, -0.02, -0.14], [-0.24, -0.14, 0.14], [-0.05, 0.21, 0.10], [0.52, -0.41, -0.46], [-0.78, 2.24, -0.16], [0.05, -0.63, 0.25], [-0.08, -0.75, -0.30], [0.28, 0.05, -0.04], [-0.03, -0.31, 0.11], [-0.20, 0.07, -0.15], [-0.11, -0.08, 0.26], [-0.14, -0.09, -0.11], [0.30, -0.11, -0.11], [0.33, -0.25, 0.65], [0.08, -0.05, 0.40], [0.06, 0.01, 0.16], [-0.09, 0.07, -0.20], [0.03, 0.04, -0.12], [-0.08, -0.02, -0.09], [0.01, -0.03, -0.12], [0.00, 0.12, 0.38], [-0.02, 0.02, 0.13], [0.02, 0.19, -0.45], [-0.06, -0.04, -0.10], [0.03, -0.08, -0.08], [0.03, 0.00, -0.12], [-0.15, 0.29, -0.15], [0.03, 0.00, -0.06], [0.14, -0.18, 0.00], [-0.01, -0.11, 0.04], [0.00, -0.04, 0.09], [0.08, -0.06, 0.07]]}

Entry 5:
{"formula": "C9H16N2O2", "method": "ωB97M-V/def2-TZVPD", "smiles": "O=c1cc[nH]c(=O)[nH]1.CC(C)(C)C", "de_lowest_kj_mol": 498.68, "energy_ev": -16664.139, "homo_ev": -9.217, "elements": ["O", "C", "C", "C", "N", "C", "O", "N", "H", "H", "H", "H", "C", "C", "C", "C", "C", "H", "H", "H", "H", "H", "H", "H", "H", "H", "H", "H", "H"], "coordinates": [[-2.5320, 3.1735, 0.4747], [-1.8552, 2.3268, 1.0602], [-1.0379, 2.6015, 2.2393], [-0.4415, 1.5412, 2.8730], [-0.4368, 0.2393, 2.4060], [-1.0817, -0.0413, 1.1500], [-1.0392, -1.1387, 0.5927], [-1.8838, 1.0069, 0.6488], [-1.0195, 3.6094, 2.5615], [0.2237, 1.6252, 3.7624], [0.2128, -0.4623, 2.6629], [-2.4603, 0.7947, -0.1718], [1.9941, 0.0301, -1.2794], [0.7584, -0.8813, -1.1575], [0.7616, -1.6440, 0.1456], [0.9180, -1.9507, -2.2746], [-0.5486, -0.0318, -1.3655], [2.0171, 0.8976, -0.5722], [2.8880, -0.5230, -1.1039], [2.0570, 0.3767, -2.3451], [0.0033, -2.4371, 0.2104], [1.7274, -2.0661, 0.3489], [0.5384, -0.9921, 1.0087], [-0.0260, -2.5250, -2.3016], [1.7209, -2.6780, -2.1103], [1.0593, -1.4396, -3.2454], [-0.4762, 0.3512, -2.3763], [-1.4862, -0.6420, -1.1943], [-0.5550, 0.8788, -0.6472]], "atomic_forces_ev_per_a": [[0.81, -0.93, 0.53], [-1.07, 1.19, -0.36], [0.34, -2.55, 0.24], [1.23, 0.98, 0.31], [-2.21, 0.99, -3.03], [-2.76, -1.05, 0.91], [-7.59, 4.09, 4.57], [-0.08, -0.53, 1.47], [0.18, 0.57, 0.52], [-0.84, 0.35, -0.65], [0.57, -0.33, 0.75], [0.42, 0.15, 0.65], [-0.73, 1.03, -0.50], [0.30, -0.26, -0.67], [3.24, -0.99, 0.89], [-1.14, 0.41, -0.22], [1.10, 0.47, -0.48], [-0.26, -0.54, -0.61], [0.72, -0.60, 0.20], [-0.05, 0.13, 1.00], [1.65, -0.39, -0.56], [1.15, -0.47, -0.49], [2.93, -1.19, -0.90], [0.36, 0.11, -0.24], [0.04, 0.39, 0.13], [-0.06, -0.42, 0.29], [-0.25, 0.23, -0.38], [1.29, 0.95, -1.00], [0.69, -1.79, -2.38]]}

Entry 6:
{"formula": "C9H16N2O2", "method": "ωB97M-V/def2-TZVPD", "smiles": "O=c1cc[nH]c(=O)[nH]1.CCCCC", "de_lowest_kj_mol": 343.61, "energy_ev": -16665.746, "homo_ev": -9.626, "elements": ["O", "C", "C", "C", "N", "C", "O", "N", "H", "H", "H", "H", "C", "C", "C", "C", "C", "H", "H", "H", "H", "H", "H", "H", "H", "H", "H", "H", "H"], "coordinates": [[2.9668, 0.2875, -2.5284], [3.6376, 0.0903, -1.5296], [5.0766, 0.1122, -1.4367], [5.6628, -0.0097, -0.2332], [4.9835, -0.2187, 0.9233], [3.6099, -0.2399, 0.9413], [2.9785, -0.3990, 1.9812], [3.0097, -0.1025, -0.2802], [5.6638, 0.2657, -2.3301], [6.7253, 0.0233, -0.1027], [5.4215, -0.1493, 1.8257], [2.0092, -0.1465, -0.2649], [-0.6239, 0.0964, -0.4808], [-2.1083, 0.5158, -0.7092], [-3.1680, -0.1863, 0.0965], [-4.5043, 0.4268, 0.4006], [-5.2391, -0.4134, 1.4576], [-0.5109, -0.1301, 0.6647], [-0.4154, -0.7699, -1.3650], [0.1490, 0.9474, -0.8802], [-2.3832, 0.2408, -1.6821], [-2.2985, 1.5658, -0.4757], [-3.0590, -1.1848, -0.2260], [-2.2830, -0.3460, 0.8831], [-5.2000, 0.3684, -0.3926], [-4.1992, 1.5303, 0.6301], [-4.5160, -0.5496, 2.4953], [-6.2419, -0.1200, 1.5643], [-5.1435, -1.5049, 1.0537]], "atomic_forces_ev_per_a": [[0.41, -0.35, 0.57], [-0.93, 0.50, -0.18], [0.56, -0.05, 0.18], [0.33, -0.03, -0.47], [-0.39, 0.27, -0.08], [-1.09, -0.49, 1.45], [0.56, 0.27, -0.91], [0.58, -0.08, -0.42], [-0.09, -0.02, 0.06], [0.42, 0.08, -0.13], [0.08, -0.16, 0.01], [-0.47, 0.03, -0.07], [0.91, 0.04, -2.20], [-0.07, 1.45, -0.40], [4.63, -1.19, 2.26], [1.72, 0.98, 1.76], [4.63, -2.49, 1.61], [0.50, -0.05, -2.32], [-0.26, 1.68, 3.20], [-1.98, -1.80, 1.33], [0.08, 0.71, -2.11], [0.53, 0.30, -0.57], [-1.35, -1.60, -0.74], [-3.30, 0.35, 0.99], [-0.25, 0.46, -1.58], [-1.35, -1.71, 0.00], [-2.52, 0.84, -2.60], [-1.20, 0.23, 0.73], [-0.70, 1.82, 0.62]]}